{
  "formula": "C6H16N2Si",
  "method": "ωB97M-V/def2-TZVPD",
  "e_tot_ev": -17334.735,
  "e_homo_ev": [-6.166, -9.672],
  "multiplicity": 3,
  "homo_lumo_gap_ha": [0.2652, 0.3568],
  "relative_energy_ev": 0.000,
  "elements": ["C", "C", "C", "C", "C", "C", "N", "N", "Si", "H", "H", "H", "H", "H", "H", "H", "H", "H", "H", "H", "H", "H", "H", "H", "H"],
  "xyz": [[-1.1166, -2.4592, -1.9235], [-1.1901, -0.8979, -2.1350], [0.1468, -2.5304, -1.0302], [-1.3894, 1.7437, 1.6675], [1.1940, 2.6188, 0.4153], [1.5199, 0.1709, 2.4786], [0.2531, -0.6229, -2.1745], [0.8805, -1.2726, -1.1317], [0.4309, 1.0861, 1.1042], [-1.9124, -2.9215, -1.2672], [-0.9773, -2.8915, -2.8650], [-1.6620, -0.5050, -3.0130], [-1.6513, -0.5675, -1.1521], [0.0345, -2.8205, -0.0431], [0.7259, -3.3469, -1.4067], [-1.7085, 1.1873, 2.4232], [-1.0690, 2.6752, 2.1557], [-2.1946, 2.0309, 0.9891], [1.4354, 3.2509, 1.2755], [2.0893, 2.6384, -0.1675], [0.4991, 3.2613, 0.0365], [0.9914, 0.0404, 3.3485], [1.6471, -0.8550, 2.0047], [2.4648, 0.6581, 2.6110], [0.5586, 0.3290, -2.2000]],
  "forces_ev_per_angstrom": [[-0.674, 1.627, 2.518], [0.082, -1.446, 2.236], [0.510, 0.486, -2.389], [3.238, 2.469, -2.333], [1.712, -0.164, 2.007], [-0.404, -0.579, -3.868], [0.245, -0.552, 1.298], [-0.422, -0.308, -1.208], [-1.338, -0.534, 0.252], [0.252, 0.671, -1.453], [0.109, -1.187, -1.169], [-0.483, -0.034, -0.329], [0.373, 0.512, -1.271], [-0.842, -0.064, 2.248], [0.995, -0.497, -0.499], [-1.763, -2.704, 3.109], [-0.168, 0.203, -0.027], [0.383, -0.451, -0.314], [0.468, -0.165, 0.589], [0.465, -0.411, -0.573], [-2.248, 1.307, -1.892], [-1.140, -0.166, 2.275], [0.193, 1.182, 0.672], [0.515, 0.179, 0.158], [-0.059, 0.624, -0.038]],
  "mulliken_spin": [0.022, 0.010, -0.018, 0.076, 0.048, 0.059, 0.203, 0.740, 0.784, -0.004, -0.007, -0.009, 0.015, 0.018, 0.039, -0.009, 0.014, -0.007, 0.019, 0.001, -0.017, 0.005, 0.007, 0.006, 0.003]
}

{
  "formula": "C5H10N2O",
  "method": "ωB97M-V/def2-TZVPD",
  "e_tot_ev": -10356.600,
  "e_homo_ev": -19.749,
  "homo_lumo_gap_ha": 0.3826,
  "relative_energy_ev": 0.000,
  "total_charge": 2,
  "elements": ["C", "C", "C", "C", "C", "N", "N", "O", "H", "H", "H", "H", "H", "H", "H", "H", "H", "H"],
  "xyz": [[0.1842, -0.0042, 1.7122], [1.5327, 0.0460, 1.4933], [1.1456, 0.5011, -0.7689], [-0.7002, 0.1325, 0.6131], [-1.0363, 0.8011, -1.7156], [1.9798, 0.2972, 0.2367], [-0.1725, 0.4530, -0.6076], [-1.1558, -1.7365, 0.1793], [-0.2104, -0.1750, 2.7050], [2.2618, -0.0757, 2.2850], [1.5386, 0.7491, -1.7509], [-2.0990, -1.9639, 0.1537], [-1.7493, 0.3582, 0.7697], [-0.9770, 1.8748, -1.9227], [-0.7402, 0.2747, -2.6244], [-2.0710, 0.5522, -1.4931], [2.9865, 0.3697, 0.0696], [-0.7175, -2.4542, 0.6656]],
  "forces_ev_per_angstrom": [[0.471, 0.036, -0.132], [-0.968, -0.046, 0.662], [0.165, 0.106, -0.236], [0.403, 0.362, 0.424], [-0.772, 0.572, -1.408], [0.164, 0.028, -0.467], [0.801, 0.165, 1.048], [-0.369, -0.642, -0.103], [0.006, 0.069, -0.029], [0.079, 0.040, -0.112], [0.014, -0.058, 0.089], [-0.038, -0.183, -0.037], [0.132, -0.046, -0.109], [0.016, -0.137, 0.197], [0.032, -0.125, 0.186], [0.114, -0.078, 0.118], [-0.203, -0.020, -0.084], [-0.048, -0.043, -0.005]],
  "nbo_charge": [-0.266, 0.128, 0.403, 0.281, -0.442, -0.448, -0.295, -0.867, 0.303, 0.293, 0.281, 0.534, 0.280, 0.269, 0.267, 0.257, 0.489, 0.532]
}